{"formula": "C34H50N5O14P2STl", "method": "ωB97M-V/def2-TZVPD", "homo_lumo_gap_ha": 0.243, "fmax_ha_per_bohr": 0.0128, "charge": -2, "de_lowest_kj_mol": 93.8, "homo_ev": -2.84, "e_tot_ha": -3906.477343, "symbols": ["H", "C", "H", "H", "H", "H", "C", "H", "H", "H", "H", "C", "C", "N", "O", "Tl", "N", "H", "H", "C", "O", "H", "O", "C", "H", "H", "H", "C", "C", "O", "O", "H", "C", "C", "C", "C", "C", "H", "N", "H", "O", "C", "H", "H", "H", "C", "H", "S", "H", "O", "H", "C", "H", "H", "H", "O", "H", "C", "C", "C", "P", "H", "C", "N", "C", "O", "H", "C", "H", "H", "C", "C", "H", "H", "H", "H", "H", "C", "H", "O", "C", "H", "O", "C", "H", "H", "N", "C", "H", "H", "H", "O", "P", "C", "H", "H", "C", "O", "H", "C", "C", "C", "H", "C", "O", "H", "H"], "positions_angstrom": [[6.806, -2.122, -0.348], [3.802, 1.694, -0.328], [-3.588, 3.345, -5.082], [-0.846, 5.349, 4.122], [-4.463, 3.260, -2.660], [2.217, 1.852, -4.763], [-3.435, 3.149, -2.303], [-1.917, 2.827, -5.404], [1.655, 1.454, -7.141], [2.188, -3.104, -4.466], [-3.659, -0.241, -5.722], [1.593, -2.600, -5.228], [1.355, 2.382, -6.652], [-0.509, 3.338, 4.023], [1.811, -0.494, -4.045], [0.403, 0.564, 0.153], [2.704, -0.368, -1.087], [4.065, -1.430, -4.944], [-2.226, 4.329, -4.508], [2.145, 1.462, 4.733], [-1.204, -1.885, 1.191], [-2.593, 3.216, 0.844], [2.711, 2.128, 0.085], [-2.818, -1.697, 2.932], [-3.792, -2.189, 2.884], [-0.027, -1.391, 2.836], [-1.546, 2.419, -3.007], [-5.776, -0.403, -3.937], [-0.738, 2.190, 3.334], [4.896, 2.287, -0.468], [-3.636, -1.142, -3.073], [-4.937, -2.369, -3.950], [-2.568, 2.530, -3.380], [3.826, -2.463, -1.326], [4.997, -1.876, -0.872], [2.423, 2.780, 5.061], [3.432, -0.951, -5.693], [3.758, 4.437, 4.782], [-0.307, 0.987, 3.735], [-1.424, -2.605, 4.378], [6.113, -2.664, -0.738], [-2.016, 3.283, 1.765], [3.630, -1.402, -6.668], [1.763, -3.080, -6.195], [-2.317, 5.411, 2.078], [-0.559, -2.247, 2.407], [0.547, -2.727, -4.952], [0.554, 0.750, 5.059], [-4.757, -1.529, -6.247], [0.014, 1.386, 6.244], [-6.557, -0.644, -4.662], [1.250, 2.197, -5.145], [3.773, -3.510, -1.587], [-1.383, -0.355, -4.981], [-1.051, -1.682, -3.801], [1.306, -3.463, -2.023], [-3.046, 4.133, -2.031], [3.560, 3.393, 4.560], [-1.865, 4.494, 2.429], [2.704, -1.655, -1.420], [0.455, 0.208, -3.531], [5.637, 3.008, 2.143], [0.915, 3.508, -4.447], [5.514, 3.336, 3.101], [-4.595, -1.344, -4.117], [0.555, 1.214, -2.453], [0.826, 3.344, -3.375], [1.387, -2.243, -1.914], [-3.102, -1.295, 0.761], [1.337, -0.625, -6.048], [3.836, 0.198, -0.687], [-1.060, 4.442, 3.557], [-5.459, 0.629, -4.081], [-2.884, -0.881, 3.652], [2.824, -0.295, 3.733], [-3.431, 2.515, -1.417], [-2.136, -0.088, 1.636], [-3.997, -1.257, -5.512], [3.691, 0.108, -5.731], [-2.210, 0.224, -1.494], [1.973, -1.130, -5.314], [0.150, -3.044, 2.179], [0.440, -1.416, -2.187], [-1.698, -2.675, 3.325], [-1.987, -3.706, 3.102], [1.715, 4.231, -4.625], [-1.465, 2.161, 2.177], [-2.373, -1.152, 1.558], [2.089, 3.154, -6.890], [0.386, 2.687, -7.056], [-0.020, 3.920, -4.835], [-3.091, 1.211, -3.701], [-2.488, -0.045, -2.905], [-1.134, -0.610, -3.953], [4.878, 0.800, 2.841], [-6.184, -0.502, -2.931], [5.018, -0.525, -0.574], [0.265, 1.193, -4.910], [5.404, 4.339, 3.097], [-2.573, 3.308, -4.678], [4.187, 1.346, 3.471], [4.418, 2.702, 3.707], [-3.154, -1.939, -5.617], [3.047, 0.739, 3.959], [0.764, -0.681, 5.136], [1.728, 3.318, 5.689], [5.918, -0.009, -0.258]], "mulliken_charge": [0.288, 0.192, 0.377, 0.357, 0.281, 0.170, -1.440, 0.367, 0.357, 0.200, 0.150, -1.318, -1.683, -0.419, 0.294, 0.968, 0.711, 0.310, 0.372, -0.424, -0.307, 0.125, -0.609, -0.630, 0.338, -0.383, -0.314, -1.319, -0.067, -0.842, -0.360, 0.422, 1.925, -1.239, 1.113, -0.262, -1.704, 0.252, -0.042, 0.316, -0.585, 0.219, 0.417, 0.485, 0.388, 0.332, 0.216, 1.230, 0.531, -0.772, 0.480, 0.924, 0.543, 0.650, 0.847, -0.816, 0.445, -0.742, -0.930, 0.851, 0.408, 0.311, -1.426, -0.740, 0.602, -0.969, 0.253, -0.399, 0.243, 0.060, -0.373, -0.232, 0.146, 0.250, 0.449, 0.165, -0.445, -1.237, 0.349, 0.032, 1.019, 0.389, -0.340, -0.724, 0.305, 0.518, -0.148, 0.518, 0.392, 0.309, 0.166, 0.124, -0.519, -1.009, 0.352, 0.324, -0.716, -0.216, 0.234, -2.001, -0.592, 0.789, 0.261, -0.206, -0.769, 0.429, 0.429]}

{"formula": "C27H35CaN8P2S", "method": "ωB97M-V/def2-TZVPD", "homo_lumo_gap_ha": 0.270, "fmax_ha_per_bohr": 0.0213, "charge": 1, "de_lowest_kj_mol": 367.8, "homo_ev": -10.36, "e_tot_ha": -3246.268362, "symbols": ["H", "H", "H", "C", "H", "C", "H", "C", "H", "H", "H", "N", "C", "H", "C", "H", "N", "N", "C", "N", "H", "H", "C", "H", "H", "H", "C", "C", "C", "H", "P", "H", "H", "C", "C", "H", "C", "H", "H", "H", "C", "H", "C", "C", "N", "C", "C", "C", "N", "H", "N", "C", "C", "H", "H", "H", "C", "H", "H", "H", "C", "N", "H", "H", "C", "Ca", "P", "S", "C", "C", "C", "H", "H", "H"], "positions_angstrom": [[-1.912, 2.950, 4.013], [0.594, -4.633, -2.042], [-3.602, 2.093, -1.015], [-1.646, -0.748, -4.648], [-3.037, -0.453, 0.090], [3.136, -0.979, 0.153], [-0.197, 4.019, -1.686], [1.057, -3.672, -1.865], [5.076, -0.931, -0.768], [1.008, 3.050, -0.821], [0.223, 2.398, -2.268], [0.580, -0.202, -1.678], [-3.021, -1.313, 0.751], [1.387, -0.096, -6.070], [-2.893, -3.460, 2.412], [-2.805, -4.309, 3.074], [2.972, -0.118, 4.560], [2.401, -0.660, 1.151], [-1.639, 3.699, 0.760], [0.947, -1.463, -0.962], [0.362, 4.389, 1.252], [1.446, 2.201, 4.536], [-1.513, 2.046, 3.547], [-0.957, -0.602, -6.670], [5.019, -0.358, 0.922], [2.810, 0.787, -3.767], [2.316, -0.438, 3.412], [-4.204, -1.906, 1.142], [-2.677, 2.380, -1.519], [-5.156, -1.526, 0.799], [0.018, 2.419, 2.608], [-2.661, -0.985, -4.935], [-2.567, 3.467, 1.289], [-1.762, -2.796, 1.972], [-5.343, -3.659, 2.434], [0.622, 3.782, 4.527], [4.624, -1.079, 0.212], [-1.285, 1.310, 4.316], [-1.840, 4.582, 0.148], [-0.777, -3.106, 2.297], [-1.305, -0.654, -3.300], [2.950, -4.207, -2.851], [2.417, -1.244, -1.164], [0.642, -0.245, -5.299], [-6.305, -4.179, 2.782], [2.055, 0.069, -1.939], [3.077, -2.307, -1.991], [2.452, -3.445, -2.265], [-1.815, -1.741, 1.149], [-2.287, 1.625, 2.899], [2.216, 0.082, -3.365], [-0.680, -0.536, -5.626], [0.971, -0.174, -3.959], [2.013, 3.480, 3.463], [-2.797, 3.396, -1.901], [4.067, -2.107, -2.378], [0.005, -0.371, -2.984], [-2.523, 1.708, -2.363], [-0.720, -2.770, -1.123], [-0.824, 4.704, 2.506], [1.125, 3.034, 3.912], [3.074, -0.400, 2.338], [2.426, 0.981, -1.471], [2.546, -0.382, 5.430], [-4.132, -3.003, 1.991], [0.165, -0.166, 1.025], [-1.268, 2.280, -0.355], [0.611, -0.837, 3.586], [0.069, 3.006, -1.376], [-0.508, 3.968, 1.763], [0.334, -2.687, -1.348], [-2.047, -0.805, -2.524], [3.977, -0.078, 4.511], [4.915, -2.073, 0.563]], "mulliken_charge": [0.447, 0.454, 0.387, -0.970, 0.456, -0.201, 0.515, -1.105, 0.446, 0.267, 0.292, 0.786, -0.415, 0.497, -0.797, 0.507, -0.365, 0.793, -1.131, 0.246, 0.414, 0.346, -1.290, 0.411, 0.458, 0.368, 0.459, -0.814, -1.476, 0.525, 1.030, 0.461, 0.403, -0.544, -0.269, 0.460, -1.492, 0.391, 0.594, 0.622, -0.358, 0.452, 1.886, -0.795, -0.400, -1.004, -1.679, -0.535, 0.294, 0.243, -0.246, -0.585, 0.124, 0.376, 0.471, 0.503, 0.078, 0.323, 0.508, 0.589, -1.339, -1.424, 0.535, 0.247, 0.624, 1.300, 1.170, -0.424, -1.471, -1.234, -0.473, 0.561, 0.240, 0.274]}